# 1
53
Properties=species:S:1:pos:R:3:mulliken_spin:R:1 method="wB97M-V/def2-TZVPD" e_lumo_ha="0.084 / 0.082" e_above_lowest_kcal_mol=91.2 total_energy_ha=-6994.03451 homo_ev="-3.96 / -3.96" spin_multiplicity=8 charge=-2 gap_ev="6.2 / 6.2"
O 24.6085 -2.5756 -19.0607 0.002
Cr 28.0414 -1.8086 -13.2132 3.945
O 26.3429 -0.9901 -19.4055 0.000
O 25.3686 -2.7322 -10.0892 0.001
O 31.4142 -2.8755 -14.9103 0.027
O 23.9798 1.3541 -15.2564 0.017
N 28.8768 -0.0054 -17.4034 -0.008
C 30.0699 -4.1043 -16.3616 0.001
H 30.4787 1.1757 -17.7867 0.000
H 25.8403 -0.8768 -15.3214 0.011
C 27.6915 4.4806 -14.7962 0.002
O 26.6760 -3.7912 -13.2296 -0.001
Cl 29.5111 1.2828 -12.7301 0.005
O 29.8168 1.6473 -14.0925 0.002
O 22.5964 -0.4634 -15.3371 -0.001
O 28.1591 3.5365 -16.9596 -0.005
O 25.1044 -0.6865 -10.9370 0.000
N 30.2744 -3.1862 -15.2041 0.002
O 26.4227 -2.4096 -17.5097 0.002
H 27.0189 0.3034 -14.6365 0.034
O 28.1922 1.6761 -12.3444 0.003
H 28.5121 4.0952 -14.1910 0.000
H 26.3333 -0.9786 -13.6327 0.026
H 31.0130 -4.4520 -16.7833 0.001
O 27.4343 -5.8263 -12.5119 0.002
H 29.6514 -4.9422 -15.8040 0.000
O 23.1124 0.4261 -13.2789 0.002
O 27.8073 0.3970 -17.1057 0.028
O 26.4343 -5.6443 -14.6659 0.001
H 29.0582 1.6387 -18.7634 0.000
Cl 25.5640 -1.7117 -18.4278 -0.002
H 27.9460 5.3545 -15.3958 0.000
Cl 22.8414 0.7117 -14.6357 0.003
Co 25.9290 0.6172 -16.3342 2.813
Cl 26.4625 -5.1638 -13.3064 0.002
O 25.1153 -5.4380 -12.8022 -0.001
H 27.4753 -1.3319 -14.9424 0.031
H 29.5188 -3.6107 -17.1620 0.000
Cl 26.0197 -1.4530 -10.1960 0.005
O 21.6990 1.4960 -14.8694 0.005
H 26.9114 4.9190 -14.1738 0.000
N 27.4684 3.4231 -15.8783 -0.003
O 24.7845 -0.7565 -17.6330 0.036
C 29.6230 0.8032 -18.3498 0.002
O 30.5373 1.8784 -11.9925 -0.002
O 26.7758 2.4732 -15.6384 0.019
O 29.2952 -2.9654 -14.5455 -0.007
O 26.2906 -0.7991 -8.8958 0.002
B 26.6507 -0.7108 -14.6286 -0.011
O 29.4134 -0.9836 -16.8383 -0.005
O 27.1335 -1.5698 -11.0662 -0.005
O 29.5501 -0.1866 -12.6750 0.021
H 30.0982 0.0867 -19.0197 0.000

=====

# 2
43
Properties=species:S:1:pos:R:3:nbo_charge:R:1 method="wB97M-V/def2-TZVPD" e_lumo_ha=-0.003 e_above_lowest_kcal_mol=13.7 total_energy_ha=-1373.91020 homo_ev=-9.04 smiles="N[C@@H](C=O)CCS.O.O.O.O.O.O.O.O.O" gap_ev=9.0
O 0.6227 -2.7399 0.4996 -0.948
H 0.5855 -3.6460 0.1472 0.483
H -2.5607 2.3715 1.2674 0.500
H 2.4185 -0.8572 3.5177 0.478
H 1.2934 2.5613 -0.8010 0.232
H 2.4476 -2.6925 1.0411 0.487
H 2.2661 -0.3856 -1.2045 0.194
N -0.2060 1.0696 -0.5128 -0.844
H 1.5170 -0.3239 -3.6835 0.238
O 3.3999 -2.9000 1.1226 -0.965
O -2.8404 2.2220 0.3535 -0.954
S 0.7204 1.8723 -3.8968 -0.095
H 2.8776 1.1105 -1.8354 0.220
H -0.9202 0.4340 2.2852 0.502
H -0.7189 1.7587 0.0306 0.387
H -0.4795 -2.1873 2.4022 0.503
C 1.2036 1.4625 -0.5673 -0.168
O 1.6390 1.3515 1.7698 -0.588
H 3.1440 1.0349 0.4845 0.131
O -2.3391 -1.1115 0.1847 -0.972
H -1.6333 -0.6706 -2.6335 0.461
C 1.1344 0.3667 -2.8897 -0.535
H 1.4757 0.2440 3.0730 0.496
H -2.2299 0.1473 2.8980 0.494
H -1.6982 -1.5689 -1.3718 0.501
O 1.4888 -0.6132 3.5657 -0.992
H -2.6816 -0.2781 -0.1757 0.468
H -2.2029 -0.9584 1.1367 0.515
H -2.6204 1.6095 -2.6743 0.463
C 1.9490 0.5942 -1.6689 -0.420
H -0.5246 -1.4821 3.7659 0.504
H -0.1578 2.5707 -3.0974 0.148
O -1.0365 -1.6171 2.9520 -1.003
H -0.3194 0.1949 -0.0099 0.368
H 0.2007 -0.1895 -2.7143 0.259
C 2.0695 1.3075 0.6412 0.462
H 3.6333 -3.3239 0.2938 0.462
H -3.2428 1.3511 0.5076 0.469
O -1.8443 0.6856 2.2030 -0.985
O -1.3472 -1.5196 -2.2926 -0.973
O -2.7956 2.4773 -2.3240 -0.972
H 0.7990 -2.3485 -0.3757 0.485
H -2.4865 2.6162 -1.4139 0.502

=====

# 3
56
Properties=species:S:1:pos:R:3:nbo_charge:R:1 method="wB97M-V/def2-TZVPD" e_lumo_ha=0.108 total_energy_ha=-3572.56862 homo_ev=-4.50 charge=-1 gap_ev=7.4
H 25.8384 -29.9390 3.8033 0.230
H 21.5062 -31.0120 2.2490 0.213
H 25.6455 -30.9568 -0.4083 0.223
H 30.8063 -25.0722 7.2558 0.170
C 23.0644 -29.6222 1.7368 0.134
H 26.6756 -22.5834 -0.2107 0.369
H 27.4520 -25.8262 6.7773 0.211
H 28.9671 -25.7322 6.0012 0.171
H 25.7088 -21.4630 0.7785 0.397
H 30.3989 -27.8795 5.6903 0.196
C 22.9758 -28.8760 3.1077 -0.649
C 30.0774 -24.6278 7.9335 -0.250
O 24.9910 -28.2635 1.0393 -0.578
H 26.7123 -29.0742 2.6985 0.247
N 26.0312 -22.3907 0.5427 -0.860
N 26.1092 -24.5222 0.9740 -0.837
H 22.3257 -31.5336 0.9375 0.195
H 24.5013 -32.2717 0.9630 0.191
C 28.4800 -26.1766 6.8692 -0.082
H 27.1222 -30.1756 0.3266 0.206
H 23.2018 -32.8418 2.8155 0.195
H 28.3365 -28.1105 7.8824 0.172
C 22.5292 -31.0118 1.8726 -0.405
H 21.5115 -29.7749 0.0094 0.190
H 23.8048 -31.3923 3.6368 0.200
H 26.0407 -25.2249 1.6963 0.449
H 28.2837 -28.4832 5.1962 0.341
H 26.9204 -31.7731 0.6462 0.186
C 24.8639 -31.8775 1.9124 -0.384
H 27.1140 -30.8035 2.9362 0.198
H 23.7279 -29.2399 3.8077 0.220
H 21.9379 -29.0294 3.4030 0.194
H 29.6156 -23.7843 7.4203 0.171
H 21.2967 -28.3901 1.0216 0.202
H 30.7420 -28.1106 7.3792 0.200
N 27.7144 -28.3433 6.0186 -0.831
C 26.3077 -30.0778 2.8294 -0.657
H 23.0923 -27.7925 3.0825 0.246
H 25.5778 -32.6307 2.2459 0.211
C 23.6195 -31.8466 2.6635 -0.404
N 24.5177 -29.5782 1.2573 -0.212
C 28.6445 -27.7099 6.9166 -0.079
C 25.7879 -23.3812 1.4183 0.743
H 27.0734 -27.5934 5.8020 0.391
H 22.5860 -28.5060 -0.1652 0.230
C 26.3097 -30.8910 0.4535 -0.591
H 30.4040 -24.2704 8.9101 0.187
O 28.9580 -25.5406 8.0288 -0.572
H 26.4797 -24.6747 0.0468 0.371
C 30.0083 -28.3292 6.6032 -0.625
C 25.5070 -30.5438 1.6813 0.084
H 25.1900 -27.9517 1.9252 0.481
Br 26.0558 -26.1768 3.8394 -0.920
H 30.0896 -29.4159 6.5810 0.215
O 25.1274 -23.2401 2.4465 -0.676
C 22.0599 -29.0544 0.6162 -0.617

=====

# 4
118
Properties=species:S:1:pos:R:3:mulliken_spin:R:1 method="wB97M-V/def2-TZVPD" e_lumo_ha="-0.127 / -0.117" e_above_lowest_kcal_mol=50.2 total_energy_ha=-6610.06683 homo_ev="-9.63 / -9.87" spin_multiplicity=2 charge=+1 gap_ev="6.2 / 6.7"
C -1.9934 3.5056 -2.3138 -0.006
C -1.1735 -1.0804 -5.2904 0.000
C -0.1086 2.6949 3.0183 -0.009
H 3.2636 -3.7129 2.3471 0.000
C 1.2943 -1.2266 3.5720 -0.022
H 2.7258 -2.4395 6.3939 0.000
C -1.2736 0.2633 -2.8412 -0.024
H 1.5224 4.7782 -1.6197 -0.001
H 2.3782 3.7760 0.3429 0.001
C -0.0729 2.8220 5.8099 0.001
H 8.7603 -2.8010 -2.6459 0.000
H -4.9255 -1.4324 1.2002 0.000
H 1.1330 -0.7461 5.6724 0.000
C -0.1983 3.9881 5.0677 0.001
C -1.0242 3.5163 -0.0867 0.013
C -2.9016 -2.4474 4.3193 -0.002
H -0.7855 -2.6368 4.0506 0.000
H 3.0513 -2.3631 -1.7378 0.004
C 1.5042 3.1555 -2.8784 0.042
C -2.2694 4.8622 -2.2125 0.000
C -2.4209 0.1282 -3.6251 0.010
H -0.3407 4.8287 3.1107 -0.001
H -3.0052 -3.4284 4.7650 0.000
H 3.8217 -3.9239 4.7529 0.000
C -1.4138 2.8291 -1.2449 0.022
O -0.6915 -1.5038 0.6255 -0.034
H -2.8362 -6.8077 1.5543 0.000
H 0.8108 -0.2178 -2.6995 -0.009
C -4.7100 -0.6290 0.5069 0.004
H -3.9110 2.2683 -1.8904 -0.001
C -2.3671 -5.9489 1.0925 -0.001
C 5.7732 -2.3717 -4.1665 -0.001
C 2.4993 -2.3391 5.3403 0.002
H 1.6410 -2.0148 1.6192 0.042
H -2.2295 6.5867 -0.9337 0.000
C -4.1157 1.4380 -1.2300 -0.007
C 2.7399 -1.5626 -1.0696 0.032
H -2.7213 5.3868 -3.0459 0.001
N 1.3953 4.4931 -2.5824 0.013
H 0.9993 6.4299 -3.2069 0.000
C 5.0813 -0.7364 -0.8390 0.006
C 1.8985 -2.0918 2.6613 0.019
H -1.1353 -1.6053 -6.2366 0.000
C -1.3378 4.8734 0.0033 0.000
C 1.6561 3.9300 1.1407 0.002
C -2.4881 -4.1164 -0.4680 0.002
Si 0.2055 2.6680 1.1332 -0.133
H 0.8752 3.2001 -6.0566 0.000
H 0.4312 -4.0615 1.2251 0.001
C 3.1112 -3.1780 4.4213 -0.001
H 0.0553 0.6974 5.7619 0.000
H 0.7882 -2.9541 -1.8839 0.001
H 4.1057 -1.3217 -3.3437 0.001
C 1.0801 5.4011 -3.5256 -0.002
N 1.5151 -1.4942 -0.6769 -0.015
C 3.7643 -0.7135 -0.5599 -0.010
C 7.0834 -2.7907 -3.9833 0.003
H 2.1930 3.8818 2.0894 0.000
Br 3.2139 0.4892 0.8477 0.006
H -3.9730 -3.8299 -1.6450 0.000
H -6.2270 1.7481 -1.3504 0.000
H -6.7695 -0.1194 0.1817 0.000
H -3.3689 0.5210 -3.2845 0.002
N 0.6446 -2.4233 -1.0367 -0.011
H 1.2426 4.9381 1.0468 0.000
H -0.5655 -6.0807 2.2558 0.000
O -3.1347 -3.4084 -1.4370 0.000
P 0.0921 -0.0464 2.8507 0.073
C 0.0326 1.5309 3.7752 0.019
H -0.0543 2.8630 6.8913 0.000
C -1.6503 -2.0005 3.9190 -0.007
C -1.9777 5.5383 -1.0366 0.001
P -1.3166 1.0088 -1.1666 0.086
N 1.3076 2.7325 -4.1222 0.007
C -2.3650 -0.5267 -4.8455 0.003
C 7.0707 -1.8145 -1.7883 0.002
C -3.0450 -5.2554 0.1048 -0.001
C 0.8853 4.9829 -4.8086 0.011
H -1.3801 -1.9307 -1.2625 -0.021
C 1.5957 -1.3728 4.9253 0.002
Ru 0.3024 0.3541 0.4746 0.799
H 7.6004 -3.3197 -4.7723 0.000
C -3.3863 -0.3366 0.2041 -0.009
H -1.0845 5.4225 0.9036 -0.001
C 5.7306 -1.4280 -1.9364 -0.003
C -3.8884 -0.3867 3.5765 -0.002
C 7.7316 -2.4979 -2.7902 -0.001
H 7.5791 -1.5922 -0.8575 0.000
C -0.0840 -0.3066 -3.2943 0.034
H 0.6492 5.6890 -5.5900 0.001
C -4.0172 -1.6400 4.1607 0.001
C -1.1032 -5.5365 1.4903 0.002
C -3.0690 0.6876 -0.6831 0.013
C -0.0342 -0.9736 -4.5080 0.000
C 1.0101 3.6148 -5.0645 -0.003
H 5.2768 -2.5560 -5.1106 0.000
C -2.6448 0.0601 3.1667 -0.004
C -0.5496 -4.4031 0.9194 -0.010
H -2.5413 1.0357 2.7039 0.011
C 2.8013 -3.0575 3.0756 -0.011
H -4.0255 -5.5880 -0.2208 0.000
H -0.2652 4.9475 5.5642 0.000
H -2.6067 -0.9149 0.6756 0.017
C -5.4340 1.1491 -0.9206 0.000
H -2.2221 2.9708 -3.2305 0.000
C 5.1042 -1.6986 -3.1607 0.002
C -1.5159 -0.7370 3.3540 0.022
C -0.7099 -2.3142 -0.4708 0.048
C -0.2315 3.9159 3.6857 -0.004
S 1.9997 2.1289 -1.6098 -0.005
H -4.7592 0.2422 3.4414 0.000
C -5.7380 0.1056 -0.0582 0.000
H 5.7287 -0.1924 -0.1606 0.000
C -1.2365 -3.6746 -0.0428 -0.012
H -4.9874 -1.9897 4.4897 0.000
H 0.8995 -1.4088 -4.8435 0.000
H -3.2600 -0.6201 -5.4471 0.000
C 0.0160 1.5995 5.1688 -0.001

=====

# 5
14
Properties=species:S:1:pos:R:3:nbo_charge:R:1 method="wB97M-V/def2-TZVPD" e_lumo_ha=0.017 e_above_lowest_kcal_mol=84.4 total_energy_ha=-1368.54795 homo_ev=-8.84 smiles="OCP(S)S.C=O" gap_ev=9.3
S -2.6478 1.6725 -1.4530 -0.362
C 0.3324 0.6492 -1.1643 -0.367
H 2.6291 -1.3522 1.2398 0.098
H 1.0177 -0.0303 -0.8468 0.200
O 1.2033 -0.5230 2.3768 -0.494
H -2.3909 2.9971 -1.2910 0.160
P -1.2971 0.5832 -0.1978 0.552
C 1.9267 -1.4580 2.1330 0.281
H -0.8448 0.6597 -2.8108 0.480
H 0.9774 1.5834 -0.9338 0.192
H -2.4432 -1.3519 0.3560 0.125
O 0.0789 0.3032 -2.5628 -0.735
H 2.0597 -2.2290 2.7716 0.116
S -1.8284 -1.4048 -0.7578 -0.245

=====

# 6
20
Properties=species:S:1:pos:R:3:nbo_charge:R:1 method="wB97M-V/def2-TZVPD" e_lumo_ha=0.021 e_above_lowest_kcal_mol=48.2 total_energy_ha=-399.41837 homo_ev=-9.25 gap_ev=9.8
C 0.4297 0.3249 1.7380 -0.397
C 2.0202 0.9065 -0.0508 -0.407
H 0.5359 -2.7453 -0.2628 0.327
N 0.7658 -1.9884 -0.9118 -0.630
C -2.4659 -0.3716 -0.8638 -0.311
H -0.6451 0.3165 1.9444 0.223
H 0.7965 -0.7055 1.6754 0.208
N 0.6658 0.9732 0.4680 -0.477
H -0.0001 -0.4060 -1.8707 0.172
N -0.7820 2.8301 -0.2345 -0.408
H -3.4541 -0.4602 -0.4405 0.204
H 0.9398 0.8416 2.5556 0.192
H 2.7399 1.3439 0.6511 0.189
C -1.5445 -1.2929 -0.6415 -0.294
H -1.7638 -2.1479 -0.0074 0.202
H 2.0649 1.4580 -0.9939 0.221
H -2.2826 0.5063 -1.4676 0.212
H 2.2766 -0.1403 -0.2351 0.232
C -0.0985 1.9701 0.1169 0.430
C -0.1987 -1.2130 -1.1688 0.113

=====

# 7
20
Properties=species:S:1:pos:R:3:nbo_charge:R:1 method="wB97M-V/def2-TZVPD" e_lumo_ha=0.046 e_above_lowest_kcal_mol=22.0 total_energy_ha=-291.12367 homo_ev=-9.01 smiles=CCCN1C[C@H]1C gap_ev=10.3
H 0.9341 -0.8324 1.6993 0.184
H -1.7169 -1.4261 -2.7406 0.201
H 1.2789 2.2326 1.9757 0.218
H 0.1204 1.2657 2.9064 0.211
H 0.4621 -0.8095 -1.5822 0.184
C -0.1053 -0.5112 -0.6904 -0.215
C -2.2755 -1.0289 -1.8837 -0.608
H -3.2147 -0.6134 -2.2633 0.213
H -2.5239 -1.8759 -1.2331 0.201
N 0.6548 0.5099 0.0275 -0.413
H -0.2392 -1.4227 -0.0808 0.168
H 1.8634 1.0658 3.1832 0.210
H 2.7248 1.1267 0.0720 0.197
C 1.1004 1.2474 2.4172 -0.613
H -2.0184 0.3790 -0.2564 0.199
C 1.1526 0.1816 1.3528 -0.073
H -1.2898 0.9002 -1.7676 0.204
C -1.4629 0.0229 -1.1331 -0.397
C 2.0761 0.2607 0.1965 -0.258
H 2.4790 -0.6723 -0.1994 0.188

=====

# 8
11
Properties=species:S:1:pos:R:3:nbo_charge:R:1 method="wB97M-V/def2-TZVPD" e_lumo_ha=-0.015 e_above_lowest_kcal_mol=59.8 total_energy_ha=-736.70957 homo_ev=-9.19 gap_ev=8.8
S 2.8799 -0.1361 -0.0662 1.380
N 0.3378 0.6678 -0.0128 -0.426
O 0.1387 -1.6468 0.0251 -0.569
H -1.9959 0.2603 -1.0005 0.236
C -0.3766 -0.5492 -0.0291 0.658
H -2.2583 0.1661 0.7310 0.228
H -2.2549 -1.2723 0.0544 0.247
H -0.2889 1.3450 0.3672 0.388
N 1.6357 0.8393 -0.0076 -0.548
O 4.0357 0.6726 -0.0225 -0.880
C -1.8532 -0.3467 -0.0391 -0.713

=====

Repeat the second record exactly.
43
Properties=species:S:1:pos:R:3:nbo_charge:R:1 method="wB97M-V/def2-TZVPD" e_lumo_ha=-0.003 e_above_lowest_kcal_mol=13.7 total_energy_ha=-1373.91020 homo_ev=-9.04 smiles="N[C@@H](C=O)CCS.O.O.O.O.O.O.O.O.O" gap_ev=9.0
O 0.6227 -2.7399 0.4996 -0.948
H 0.5855 -3.6460 0.1472 0.483
H -2.5607 2.3715 1.2674 0.500
H 2.4185 -0.8572 3.5177 0.478
H 1.2934 2.5613 -0.8010 0.232
H 2.4476 -2.6925 1.0411 0.487
H 2.2661 -0.3856 -1.2045 0.194
N -0.2060 1.0696 -0.5128 -0.844
H 1.5170 -0.3239 -3.6835 0.238
O 3.3999 -2.9000 1.1226 -0.965
O -2.8404 2.2220 0.3535 -0.954
S 0.7204 1.8723 -3.8968 -0.095
H 2.8776 1.1105 -1.8354 0.220
H -0.9202 0.4340 2.2852 0.502
H -0.7189 1.7587 0.0306 0.387
H -0.4795 -2.1873 2.4022 0.503
C 1.2036 1.4625 -0.5673 -0.168
O 1.6390 1.3515 1.7698 -0.588
H 3.1440 1.0349 0.4845 0.131
O -2.3391 -1.1115 0.1847 -0.972
H -1.6333 -0.6706 -2.6335 0.461
C 1.1344 0.3667 -2.8897 -0.535
H 1.4757 0.2440 3.0730 0.496
H -2.2299 0.1473 2.8980 0.494
H -1.6982 -1.5689 -1.3718 0.501
O 1.4888 -0.6132 3.5657 -0.992
H -2.6816 -0.2781 -0.1757 0.468
H -2.2029 -0.9584 1.1367 0.515
H -2.6204 1.6095 -2.6743 0.463
C 1.9490 0.5942 -1.6689 -0.420
H -0.5246 -1.4821 3.7659 0.504
H -0.1578 2.5707 -3.0974 0.148
O -1.0365 -1.6171 2.9520 -1.003
H -0.3194 0.1949 -0.0099 0.368
H 0.2007 -0.1895 -2.7143 0.259
C 2.0695 1.3075 0.6412 0.462
H 3.6333 -3.3239 0.2938 0.462
H -3.2428 1.3511 0.5076 0.469
O -1.8443 0.6856 2.2030 -0.985
O -1.3472 -1.5196 -2.2926 -0.973
O -2.7956 2.4773 -2.3240 -0.972
H 0.7990 -2.3485 -0.3757 0.485
H -2.4865 2.6162 -1.4139 0.502